[1]
The following is a DFT calculation (ωB97M-V/def2-TZVPD) of a structure of composition C32H50FeN7OP2 in a non-equilibrium geometry.

Element x y z (Å)
C 2.1495 -1.7658 -0.9515
C 2.1788 0.3810 -1.9158
C 3.0193 -2.2385 -1.9343
C 2.8761 -0.1305 -3.0517
C 3.3442 -1.4332 -3.0309
H 3.3887 -3.2501 -1.8099
H 3.0719 0.5578 -3.8759
H 3.9563 -1.8375 -3.8394
N 1.6723 -0.5162 -0.9789
P -0.0304 -2.3404 0.7989
P 1.3421 2.2637 -0.1185
C 1.6359 -2.7516 0.1128
H 1.5912 -3.7652 -0.3131
H 2.3408 -2.8127 0.9579
C 2.0762 1.7726 -1.6860
H 2.1531 2.3943 -2.5946
C -0.1529 3.5571 -0.1237
C 3.0029 3.0817 0.3896
C -1.2508 -3.2629 -0.3374
C -0.0532 -3.2654 2.4622
C -1.4575 2.9969 0.4718
H -1.3222 2.6128 1.4912
H -2.2092 3.8043 0.5098
H -1.8888 2.2060 -0.1448
C 0.1492 4.7895 0.7404
H 0.2785 4.5028 1.7938
H 1.0174 5.3648 0.4063
H -0.7230 5.4655 0.7045
C -0.4241 3.9215 -1.5856
H -1.2685 4.6310 -1.6335
H 0.4350 4.4037 -2.0704
H -0.7109 3.0331 -2.1680
C 2.9853 3.4782 1.8633
H 2.8125 2.6018 2.5018
H 3.9758 3.8960 2.1031
H 2.2279 4.2293 2.1010
C 4.1785 2.0994 0.2064
H 4.0080 1.1651 0.7531
H 4.3605 1.8606 -0.8465
H 5.0914 2.5722 0.6054
C 3.2566 4.2913 -0.5356
H 3.0634 4.0467 -1.5860
H 2.6541 5.1658 -0.2733
H 4.3152 4.5827 -0.4560
C -1.5036 -3.4004 2.9410
H -1.4894 -3.7945 3.9693
H -1.9932 -2.4198 2.9555
H -2.0994 -4.0966 2.3416
C 0.6896 -2.4434 3.5188
H 1.7660 -2.3757 3.3238
H 0.2742 -1.4345 3.6046
H 0.5511 -2.9514 4.4869
C 0.6215 -4.6444 2.3942
H 0.5492 -5.0961 3.3943
H 0.1370 -5.3326 1.6992
H 1.6832 -4.5677 2.1332
C -0.8452 -2.9700 -1.7882
H -1.6316 -3.3335 -2.4673
H -0.7053 -1.9023 -1.9860
H 0.0895 -3.4896 -2.0459
C -2.6849 -2.8024 -0.0242
H -2.8423 -1.7394 -0.1907
H -3.3795 -3.3517 -0.6778
H -2.9739 -3.0122 1.0107
C -1.2620 -4.7923 -0.1676
H -0.2776 -5.2480 -0.3278
H -1.6762 -5.1112 0.7960
H -1.9328 -5.1923 -0.9455
Fe 0.0709 0.0503 0.4293
C 1.5096 0.1130 1.5769
O 2.5039 -0.2236 2.1089
N -1.8258 0.1029 -0.5150
C -2.6311 0.1053 -1.4144
C -2.8720 0.4186 -2.7939
C -4.1466 0.4680 -3.3867
C -1.7210 0.6651 -3.5787
C -4.2528 0.7411 -4.7504
H -5.0198 0.2543 -2.7714
C -1.8409 0.9931 -4.9282
H -0.7126 0.5834 -3.1530
C -3.1075 0.9914 -5.5201
H -5.2405 0.7381 -5.2146
H -0.9408 1.2247 -5.5051
H -3.1956 1.1579 -6.5919
N -3.7352 0.2345 4.4009
N -2.4166 0.2955 3.9547
N -1.5793 1.2372 4.4398
C -0.5859 1.1869 3.5405
N -0.8440 0.3507 2.5245
N -2.0521 -0.2245 2.7786
H -4.0728 -0.7157 4.2964
H -3.7749 0.5814 5.3528
H 0.3017 1.8131 3.6594

Values from the calculation:
Spin multiplicity: 5
Lowest unoccupied orbital energy (spin up / spin down), eV: -2.4 / -3.9
E_HOMO (spin up / spin down), eV: -8.96 / -9.30
Net charge: +1
Electronic energy, eV: -99428.595

Mulliken population analysis, charges in e, atoms 1 to 6:
1 C 0.29
2 C 0.53
3 C -0.75
4 C -1.11
5 C -0.94
6 H 0.57



[2]
The following is a DFT calculation (ωB97M-V/def2-TZVPD) of a structure of composition C32H51As2BrN2PdSi.

Element x y z (Å)
Pd 1.0990 -1.6022 -0.1674
C 0.2735 -2.1252 4.1454
As 1.0989 -1.6499 2.4146
C 1.4979 0.1993 2.9398
C 2.9050 -2.3955 2.7500
C 3.2216 -3.0361 3.9479
C 4.4907 -3.5510 4.1752
C 5.4746 -3.4148 3.2080
C 5.1732 -2.7745 2.0148
C 3.8972 -2.2752 1.7700
As 3.4429 -1.4344 0.0494
C 4.6237 -2.4678 -1.1220
C 4.5831 0.1503 0.2024
H 0.8320 -1.7359 4.9977
H 0.1727 -3.2066 4.2371
H -0.7255 -1.6872 4.1420
H 2.1218 0.2083 3.8337
H 0.5626 0.7231 3.1366
H 2.0046 0.7018 2.1177
H 2.4767 -3.1444 4.7241
H 4.7075 -4.0537 5.1092
H 6.4689 -3.8073 3.3795
H 5.9493 -2.6740 1.2651
H 5.6807 -2.2956 -0.9180
H 4.4040 -2.1770 -2.1492
H 4.3913 -3.5248 -0.9987
H 5.5625 -0.1231 0.5954
H 4.1157 0.8791 0.8628
H 4.6996 0.5951 -0.7863
C 1.1121 -1.2383 -4.7754
C 0.7025 -2.5001 -5.1802
C 0.1115 -3.3380 -4.2526
C -0.0463 -2.8854 -2.9449
N 0.3728 -1.6866 -2.5463
C 0.9309 -0.8823 -3.4507
C -0.6900 -3.7407 -1.9051
C -1.6958 -4.6410 -2.2446
C -2.2606 -5.4190 -1.2501
C -1.8021 -5.2697 0.0495
C -0.8140 -4.3327 0.2953
N -0.2633 -3.5765 -0.6530
H 1.5725 -0.5432 -5.4639
H 0.8493 -2.8291 -6.2009
H -0.2011 -4.3358 -4.5272
H 1.2517 0.0840 -3.0766
H -2.0460 -4.7094 -3.2651
H -3.0512 -6.1199 -1.4842
H -2.2052 -5.8554 0.8639
H -0.4393 -4.1584 1.2990
C -3.3387 1.2181 -2.1626
C -2.4590 2.4653 -1.9854
C -1.3855 2.3730 -3.0828
C -3.3278 3.7023 -2.2676
Si -1.7021 2.5146 -0.2230
Br -0.1262 0.8992 -0.2138
C -0.7877 4.1494 0.1652
C 0.0544 4.6017 -1.0377
C -1.7697 5.2826 0.5055
C 0.2001 3.9964 1.3346
C -2.9441 2.0019 1.1473
C -4.2844 2.7425 1.0100
C -2.3745 2.3172 2.5390
C -3.2264 0.4884 1.1459
H -3.6704 1.1762 -3.2059
H -4.2331 1.2313 -1.5414
H -2.7896 0.2972 -1.9546
H -1.8911 2.3386 -4.0544
H -0.7930 1.4641 -2.9860
H -0.7022 3.2194 -3.1021
H -3.8032 3.5820 -3.2474
H -2.7487 4.6249 -2.3037
H -4.1271 3.8390 -1.5372
H -0.5475 4.8910 -1.8983
H 0.7622 3.8343 -1.3569
H 0.6359 5.4812 -0.7411
H -2.5052 5.4633 -0.2807
H -1.2029 6.2106 0.6386
H -2.3109 5.1036 1.4340
H 0.9728 3.2575 1.1214
H -0.2707 3.7177 2.2751
H 0.6935 4.9621 1.4908
H -4.1766 3.8283 1.0319
H -4.9283 2.4649 1.8520
H -4.8199 2.4790 0.0982
H -2.2651 3.3846 2.7270
H -1.4059 1.8417 2.7036
H -3.0657 1.9259 3.2931
H -3.7159 0.1372 0.2406
H -3.8963 0.2670 1.9842
H -2.3175 -0.0987 1.2809

Values from the calculation:
Lowest unoccupied orbital energy, eV: 0.4
E_HOMO, eV: -5.61
Energy above the lowest of the compared OMol25 structures with the same formula, charge and spin, kJ/mol: 26.1
Electronic energy, eV: -240070.940

Mulliken population analysis, charges in e, atoms 1 to 6:
1 Pd 0.03
2 C -1.52
3 As 1.07
4 C -0.82
5 C 0.21
6 C -0.44



[3]
The following is a DFT calculation (ωB97M-V/def2-TZVPD) of a structure of composition C32H51BN6Ta in a non-equilibrium geometry.

Element x y z (Å)
Ta 1.1156 1.0266 -0.8013
C 2.4483 2.6942 0.1981
C 2.7559 2.4941 -1.1920
C 3.8262 1.4864 -1.2121
C 4.0965 1.0879 0.0697
C 3.2231 1.8010 0.9447
H 1.8417 3.4806 0.6171
H 2.6812 3.2768 -1.9325
H 4.3096 1.1418 -2.1158
H 4.8392 0.3724 0.3846
H 3.1882 1.6934 2.0206
C 2.9233 -1.8879 -2.2676
C 3.4000 -2.3152 -0.8845
C 4.9204 -2.2052 -0.7287
C 2.6086 -1.6757 0.2190
C 2.5922 -2.0119 1.5708
C 1.5822 -1.2808 2.1786
C 1.2042 -1.2617 3.6294
C 0.7817 0.1395 4.0701
C 0.1713 -2.3409 3.9909
N 0.9599 -0.5168 1.2193
N 1.6898 -0.7151 0.0411
B -0.6643 -0.4758 1.0396
N -0.9607 -1.0499 -0.3877
N -0.4320 -0.2658 -1.3936
C -0.8994 -0.7183 -2.5843
C -1.7280 -1.7843 -2.3428
C -1.7458 -1.9897 -0.9576
C -2.4835 -3.1134 -0.2714
C -2.1268 -3.3737 1.1865
C -2.2788 -4.4046 -1.0827
C -0.3999 -0.0203 -3.7993
C -1.5276 0.6905 -4.5606
C 0.6853 0.9655 -3.3903
N -1.0992 1.0116 1.0217
N -0.4446 1.9170 0.1838
C -1.1548 3.1066 0.2415
C -2.1891 2.9354 1.1266
C -2.1572 1.6134 1.5772
C -3.2474 0.9574 2.3827
C -4.0353 0.0003 1.4785
C -2.8425 0.3092 3.7058
C -1.0841 4.3262 -0.6483
C -2.1604 4.1997 -1.7336
C 0.2407 4.6859 -1.2920
H 3.4179 -2.4662 -3.0467
H 3.1876 -0.8406 -2.4583
H 1.8460 -2.0363 -2.3847
H 3.1477 -3.3755 -0.7649
H 5.2936 -1.2262 -1.0299
H 5.3989 -2.9397 -1.3740
H 5.2434 -2.4047 0.2928
H 3.2267 -2.7327 2.0621
H 2.1302 -1.5220 4.1472
H -0.2190 0.3831 3.7142
H 1.4677 0.9080 3.7091
H 0.7741 0.1969 5.1571
H -0.7929 -2.1379 3.5336
H 0.0314 -2.3521 5.0710
H 0.5021 -3.3340 3.6870
H -1.1799 -1.0394 1.9208
H -2.2517 -2.3743 -3.0746
H -3.5463 -2.8510 -0.3354
H -1.0530 -3.5355 1.3127
H -2.6277 -4.2870 1.5035
H -2.4486 -2.5861 1.8630
H -1.2284 -4.7009 -1.0781
H -2.6087 -4.3142 -2.1148
H -2.8555 -5.2070 -0.6272
H 0.0782 -0.7493 -4.4615
H -2.0252 1.4209 -3.9202
H -2.2709 -0.0358 -4.8836
H -1.1463 1.1968 -5.4460
H 0.2444 1.7846 -2.7589
H 1.1198 1.5076 -4.2310
H 1.5778 0.4478 -2.9357
H -2.9374 3.6683 1.3788
H -3.9100 1.7901 2.6291
H -3.4227 -0.8483 1.1723
H -4.4088 0.4998 0.5837
H -4.8926 -0.3915 2.0244
H -2.3039 -0.6289 3.5710
H -3.7507 0.0844 4.2635
H -2.2473 0.9801 4.3252
H -1.3937 5.1428 0.0099
H -1.9539 3.3815 -2.4311
H -2.1905 5.1173 -2.3201
H -3.1491 4.0305 -1.3109
H 0.5740 3.8814 -1.9519
H 1.0251 4.9307 -0.5826
H 0.1050 5.5584 -1.9288

Values from the calculation:
Lowest unoccupied orbital energy, eV: -10.8
E_HOMO, eV: -17.85
Energy above the lowest of the compared OMol25 structures with the same formula, charge and spin, kJ/mol: 138.8
Net charge: +3
Electronic energy, eV: -45156.521

Mulliken population analysis, charges in e, atoms 1 to 6:
1 Ta -1.64
2 C -0.77
3 C 0.00
4 C -1.09
5 C -0.37
6 C -0.77



[4]
The following is a DFT calculation (ωB97M-V/def2-TZVPD) of a structure of composition C32H51F3GeMgN3S3Si3.

Element x y z (Å)
Mg -0.9241 0.0312 0.4648
S -2.1341 1.7420 -0.9625
C -3.7580 1.6690 -0.2786
C -4.6167 2.7704 -0.4342
C -5.9188 2.7756 0.0453
C -6.4011 1.6548 0.7120
C -5.5687 0.5581 0.8855
C -4.2487 0.5285 0.4070
S -3.2840 -0.9244 0.6858
H -4.2264 3.6384 -0.9542
H -6.5467 3.6483 -0.0927
H -7.4156 1.6349 1.0984
H -5.9324 -0.3177 1.4090
N 0.0777 0.3506 7.5822
C 0.8464 0.9944 6.5983
S 2.1602 1.9510 7.1148
C 0.4602 0.7525 5.2561
C 1.0936 1.3678 4.1342
C 0.6402 1.1216 2.8681
N -0.4040 0.2967 2.5647
C -0.9923 -0.3141 3.6155
C -0.6131 -0.1327 4.9179
H 0.2525 0.7475 8.4888
H -0.9065 0.2658 7.3733
H 1.9341 2.0284 4.3035
H 1.1374 1.5735 2.0149
H -1.8186 -0.9694 3.3653
H -1.1318 -0.6962 5.6814
F 1.7441 -6.9661 1.9120
C 0.4293 -6.7515 2.0910
F 0.1196 -7.1795 3.3270
F -0.2373 -7.5276 1.2190
C 0.0784 -5.3018 1.9218
C 0.9746 -4.3285 2.3029
C 0.5995 -3.0014 2.1440
N -0.5718 -2.6327 1.6427
C -1.4346 -3.5802 1.2919
C -1.1474 -4.9369 1.4138
H 1.9446 -4.5894 2.7079
H 1.2687 -2.1922 2.4283
H -2.3861 -3.2382 0.8892
H -1.8675 -5.6846 1.1083
C 4.8657 0.1730 -0.1510
Si 3.9462 1.8036 0.0683
C 5.2081 3.1006 -0.4850
C 3.7584 2.0443 1.9201
Ge 1.7999 1.7760 -1.0281
Si 0.7285 3.8653 -0.4055
C -0.3722 4.0133 1.0945
C -0.2230 4.5629 -1.8707
C 2.1329 5.0998 -0.1070
Si 2.3323 2.3954 -3.2947
C 3.5481 1.2880 -4.2186
C 0.8479 2.5879 -4.4550
C 3.1914 4.0810 -3.3183
H 5.8051 0.1992 0.4157
H 5.1014 -0.0165 -1.2057
H 4.2674 -0.6720 0.2099
H 6.1106 2.9988 0.1325
H 4.8290 4.1223 -0.3682
H 5.4969 2.9616 -1.5351
H 4.7411 2.0971 2.4045
H 3.1952 1.2240 2.3800
H 3.2177 2.9717 2.1495
H -1.1466 3.2411 1.0980
H -0.8705 4.9891 1.0460
H 0.1832 3.9576 2.0337
H -1.0069 3.8651 -2.1816
H 0.4367 4.7551 -2.7233
H -0.7005 5.5077 -1.5839
H 2.6025 4.9470 0.8738
H 1.7342 6.1234 -0.1397
H 2.9122 5.0167 -0.8711
H 3.0972 0.3264 -4.4870
H 4.4526 1.0807 -3.6309
H 3.8475 1.7989 -5.1427
H -0.1046 2.5694 -3.9134
H 0.8204 1.7873 -5.2022
H 0.9190 3.5473 -4.9794
H 4.0451 4.1245 -2.6316
H 2.5046 4.8879 -3.0401
H 3.5579 4.2805 -4.3341
C 0.4157 -2.3598 -1.3516
C 1.0330 -1.0295 -1.8006
C 2.4583 -1.3598 -2.2818
C 0.2092 -0.5364 -2.9961
C 1.0104 -0.0112 -0.6048
H 0.4681 -3.0999 -2.1602
H -0.6406 -2.2395 -1.0785
H 0.9532 -2.7613 -0.4861
H 2.4470 -1.9579 -3.2059
H 2.9908 -1.9324 -1.5156
H 3.0303 -0.4531 -2.4737
H 0.0836 -1.3360 -3.7375
H 0.7005 0.3018 -3.4986
H -0.7789 -0.1943 -2.6798
H 1.7187 -0.3999 0.1538

Values from the calculation:
Spin multiplicity: 2
Lowest unoccupied orbital energy (spin up / spin down), eV: 4.0 / 4.0
E_HOMO (spin up / spin down), eV: -0.78 / -1.84
Energy above the lowest of the compared OMol25 structures with the same formula, charge and spin, kJ/mol: 0.0
Net charge: -2
Electronic energy, eV: -164741.665

Mulliken population analysis, charges in e, atoms 1 to 6:
1 Mg 1.88
2 S -0.31
3 C -0.14
4 C -0.65
5 C -0.58
6 C -0.51



[5]
The following is a DFT calculation (ωB97M-V/def2-TZVPD) of a cluster of 3 separate species, C32H52BN4O6S in total in a non-equilibrium geometry.

Element x y z (Å)
C 3.9716 -1.8061 0.5919
C 2.7046 -2.4525 1.1914
C 2.1088 -3.5016 0.2676
C 0.8819 -4.1973 0.8788
C -0.4033 -3.3943 0.6160
C -1.6522 -4.2627 0.3118
C -2.8798 -3.8383 1.1332
C -3.6666 -2.7994 0.3297
C -4.6725 -1.9714 1.1443
C -4.1894 -0.5647 1.5044
C -3.6623 0.2214 0.2837
C -2.1271 0.4273 0.2621
O -1.3748 -0.4978 1.0153
O -1.7782 0.0678 -1.0635
B -1.8677 1.2403 -1.9613
C -0.6226 1.0697 -3.0016
C -0.0703 2.3575 -3.6023
C 1.1971 2.0562 -4.4209
S 2.6609 1.6653 -3.4090
O -3.2540 1.2829 -2.6048
C -3.4364 2.2803 -3.3661
N -3.5230 3.0471 -4.2719
O -1.7544 2.3642 -1.0055
C -1.5206 1.8822 0.2724
C 0.0360 1.6686 0.3270
O 0.7189 2.7984 -0.2328
N 1.4734 3.4359 0.7117
O 1.9769 4.4090 0.2795
C -1.8009 2.8902 1.4247
C -1.9080 4.2888 0.7819
C -3.0847 2.6939 2.2347
C -2.9232 1.6822 3.3926
H 3.9768 -0.7395 0.7766
H 4.8553 -2.2510 1.0392
H 4.0417 -1.9832 -0.4774
H 2.9761 -2.8955 2.1467
H 1.9790 -1.6569 1.3402
H 2.8812 -4.2230 0.0036
H 1.8264 -2.9820 -0.6481
H 0.8465 -5.2172 0.5042
H 1.0657 -4.2128 1.9510
H -0.6288 -2.8346 1.5127
H -0.2338 -2.7324 -0.2250
H -1.4078 -5.3116 0.4780
H -1.8694 -4.1788 -0.7494
H -2.5678 -3.4641 2.1035
H -3.4932 -4.7315 1.2294
H -2.9841 -2.1835 -0.2452
H -4.2363 -3.3521 -0.4173
H -5.6374 -1.9435 0.6444
H -4.8575 -2.5122 2.0749
H -5.0366 -0.0210 1.9269
H -3.4488 -0.6602 2.2895
H -3.8736 -0.4020 -0.5705
H -4.2105 1.1399 0.1178
H -1.3706 -0.2349 1.9424
H 0.1798 0.5530 -2.4868
H -0.9251 0.4236 -3.8330
H -0.7628 2.8030 -4.3134
H 0.1552 3.1125 -2.8547
H 1.4315 2.8293 -5.1455
H 0.9726 1.1600 -4.9947
H 2.5682 0.3497 -3.1670
H 0.3410 0.8027 -0.2467
H 0.3924 1.5144 1.3420
H -0.9843 2.9552 2.1389
H -2.7045 4.3032 0.0479
H -0.9796 4.6186 0.3336
H -2.1629 5.0200 1.5492
H -3.2861 3.6490 2.7144
H -3.9647 2.4871 1.6388
H -2.8123 2.2471 4.3152
H -3.8346 1.1052 3.4811
H -2.0284 1.0763 3.2985
N -0.0068 0.2191 5.0472
C 1.3239 0.2356 5.0751
C 2.0686 0.5903 6.1903
C 1.3930 0.9516 7.3426
C 0.0078 0.9432 7.3339
C -0.6409 0.5703 6.1673
H 1.8132 -0.0517 4.1505
H 3.1492 0.5828 6.1527
H 1.9369 1.2365 8.2344
H -0.5595 1.2201 8.2120
H -1.7241 0.5489 6.1159
N 6.6259 -0.9237 -5.3033
C 7.2502 -0.9189 -6.4794
C 6.7146 -0.3688 -7.6327
C 5.4553 0.2064 -7.5617
C 4.7883 0.2100 -6.3488
C 5.4174 -0.3642 -5.2538
H 8.2315 -1.3822 -6.4899
H 7.2695 -0.3913 -8.5611
H 5.0005 0.6461 -8.4406
H 3.8055 0.6489 -6.2472
H 4.9342 -0.3782 -4.2844

Values from the calculation:
Lowest unoccupied orbital energy, eV: 2.3
E_HOMO, eV: -5.98
Net charge: -1
Electronic energy, eV: -63785.366

Mulliken population analysis, charges in e, atoms 1 to 6:
1 C -1.42
2 C 0.30
3 C -0.79
4 C -1.05
5 C 0.82
6 C -1.37